<i>
A cluster of 2 separate species, C3H12NO in total, computed with ωB97M-V/def2-TZVPD.

Results
gap between HOMO and LUMO (alpha / beta)	12.8 / 6.0	eV
spin multiplicity	2
total charge	+2
⟨S²⟩	0.75

Element x y z (Å)
1 C -0.72 -0.16 2.61
2 O -0.80 1.07 1.65
3 H -1.48 0.07 3.41
4 H -0.89 -1.05 1.99
5 H 0.37 -0.26 3.03
6 H -0.84 1.88 2.15
7 C 0.98 0.93 -1.42
8 N 0.23 -0.13 -0.70
9 C -0.16 -1.23 -1.71
10 H 1.36 1.72 -0.71
11 H 1.77 0.40 -2.04
12 H 0.29 1.35 -2.29
13 H -0.45 0.18 -0.02
14 H 0.88 -0.52 -0.02
15 H -0.14 -2.14 -1.17
16 H 0.67 -1.26 -2.48
17 H -1.07 -0.84 -2.28

Computed natural (NBO) charges, given in elementary charges: C -0.31; O -0.17; H 0.33; H 0.26; H 0.36; H 0.54; C -0.46; N -0.51; C -0.42; H 0.25; H 0.27; H 0.27; H 0.41; H 0.41; H 0.24; H 0.26; H 0.27

<ii>
A cluster of 2 separate species, C3H12NO in total, computed with ωB97M-V/def2-TZVPD.

Results
gap between HOMO and LUMO (alpha / beta)	13.5 / 6.9	eV
spin multiplicity	2
total charge	+2
⟨S²⟩	0.75

Element x y z (Å)
1 C 1.09 0.46 -2.38
2 O 1.10 -0.75 -1.66
3 H 1.49 1.24 -1.66
4 H 0.02 0.55 -2.64
5 H 1.88 0.41 -3.13
6 H 1.83 -1.42 -1.74
7 C -0.78 1.20 0.82
8 N -0.86 -0.33 0.66
9 C -0.40 -1.01 1.92
10 H -1.09 1.67 -0.11
11 H 0.22 1.41 1.17
12 H -1.45 1.42 1.65
13 H -1.86 -0.52 0.59
14 H -0.33 -0.72 -0.13
15 H -1.17 -0.87 2.67
16 H -0.24 -2.05 1.65
17 H 0.56 -0.69 2.33

Computed natural (NBO) charges, given in elementary charges: C -0.29; O -0.24; H 0.36; H 0.30; H 0.30; H 0.57; C -0.42; N -0.50; C -0.44; H 0.23; H 0.23; H 0.26; H 0.45; H 0.42; H 0.26; H 0.24; H 0.25

Verdict on stability: <i> comes out at the bottom.

<i>
A cluster of 2 separate species, C3H13N3O in total, computed with ωB97M-V/def2-TZVPD.

Results
gap between HOMO and LUMO	9.5	eV
SMILES	CN(N)O.CNC
total charge	0

Element x y z (Å)
1 C -2.57 -0.57 -0.63
2 C 0.45 1.70 0.83
3 N -1.31 -1.14 -1.14
4 N -0.65 -1.90 -0.14
5 H -1.18 -2.74 0.09
6 H -0.54 -1.37 0.73
7 H -2.40 0.08 0.24
8 H -3.27 -1.37 -0.34
9 H -3.04 0.05 -1.39
10 H 0.88 2.49 0.21
11 H 0.05 2.19 1.72
12 H -0.46 1.28 0.39
13 C 2.43 0.10 0.18
14 N 1.63 0.80 1.17
15 O -0.51 0.03 -1.65
16 H 0.22 -0.70 -1.73
17 H 2.29 1.40 1.68
18 H 3.27 -0.40 0.66
19 H 2.84 0.78 -0.58
20 H 1.85 -0.69 -0.29

Computed natural (NBO) charges, given in elementary charges: C -0.45; C -0.42; N -0.05; N -0.70; H 0.37; H 0.34; H 0.17; H 0.20; H 0.22; H 0.17; H 0.19; H 0.21; C -0.41; N -0.64; O -0.59; H 0.48; H 0.35; H 0.20; H 0.16; H 0.19

<ii>
A structure of composition C3H13N3O, computed with ωB97M-V/def2-TZVPD.

Results
gap between HOMO and LUMO	7.9	eV
total charge	0

Element x y z (Å)
1 C 1.69 0.99 1.04
2 N 2.77 1.98 1.22
3 C 0.57 1.66 0.28
4 N -0.68 0.94 0.59
5 H 1.25 0.69 2.01
6 H 2.08 0.13 0.50
7 H 3.49 1.64 1.85
8 H 3.18 2.15 0.32
9 H 0.74 1.66 -0.79
10 H 0.46 2.69 0.61
11 H -1.44 1.26 0.00
12 H -0.50 -0.15 0.24
13 H -0.95 1.01 1.57
14 N -0.57 -1.52 0.02
15 C -1.44 -1.83 -1.69
16 O -2.59 -2.29 -1.64
17 H 0.11 -2.29 -0.11
18 H -1.38 -1.97 0.48
19 H -1.27 -0.76 -1.97
20 H -0.59 -2.46 -2.04

Computed natural (NBO) charges, given in elementary charges: C -0.23; N -0.84; C -0.23; N -0.74; H 0.19; H 0.20; H 0.37; H 0.35; H 0.21; H 0.21; H 0.41; H 0.44; H 0.40; N -1.13; C 0.24; O -0.73; H 0.37; H 0.37; H 0.05; H 0.08

<iii>
A cluster of 2 separate species, C3H13N3O in total, computed with ωB97M-V/def2-TZVPD.

Results
gap between HOMO and LUMO	10.0	eV
SMILES	CNCO.NCN
total charge	0

Element x y z (Å)
1 C 1.69 -0.16 -2.28
2 N 0.87 -1.33 -1.97
3 C 1.03 -1.74 -0.59
4 O 0.27 -2.90 -0.34
5 H 1.33 0.69 -1.71
6 H 1.60 0.07 -3.34
7 H 2.76 -0.31 -2.06
8 H 1.16 -2.11 -2.56
9 H 2.06 -2.01 -0.34
10 H 0.71 -0.93 0.05
11 H -0.66 -2.65 -0.42
12 N -1.20 1.13 0.54
13 C -1.70 0.97 1.90
14 N -1.50 2.06 2.84
15 H -1.51 1.99 0.11
16 H -0.19 1.11 0.53
17 H -2.77 0.79 1.85
18 H -1.24 0.08 2.31
19 H -0.56 2.43 2.81
20 H -2.14 2.83 2.68

Computed natural (NBO) charges, given in elementary charges: C -0.42; N -0.63; C 0.10; O -0.72; H 0.19; H 0.21; H 0.16; H 0.36; H 0.14; H 0.14; H 0.47; N -0.85; C -0.06; N -0.85; H 0.35; H 0.35; H 0.18; H 0.18; H 0.35; H 0.35

Verdict on stability: <i> comes out at the bottom.